Density functional theory data (ωB97M-V/def2-TZVPD) for a structure of composition C15H30F5N8OSTeV at a distorted geometry.

Summary:
HOMO level = -14.2757 eV
LUMO level = -7.43 eV
Gap between HOMO and LUMO = 6.851 eV
Energy relative to the best compared isomer or geometry (same formula, charge and spin) = 6.7 kcal/mol

Structure (ORCA input):
```
! wB97M-V def2-TZVPD RIJCOSX def2/J DEFGRID3
* xyz 2 1
V 0.50 -0.66 -0.48
C -0.22 -0.92 -4.07
N -1.45 -0.37 -3.53
C -2.45 0.18 -4.46
C -3.67 0.41 -3.58
N -3.18 0.06 -2.23
C -4.05 0.33 -1.09
C -1.93 -0.41 -2.29
N -1.24 -0.90 -1.20
C -1.99 -1.87 -0.35
C -1.01 -2.58 0.57
N -0.26 -1.50 1.27
C 0.11 -1.75 2.55
N 0.69 -2.87 3.00
C 1.29 -3.95 2.23
C 0.93 -2.79 4.44
C 0.55 -1.35 4.78
N -0.10 -0.90 3.55
C -0.77 0.38 3.49
H -0.32 -0.93 -5.15
H -0.06 -1.95 -3.73
H 0.64 -0.31 -3.81
H -2.63 -0.54 -5.26
H -2.06 1.10 -4.91
H -4.51 -0.23 -3.84
H -4.00 1.44 -3.58
H -4.88 0.92 -1.47
H -3.53 0.92 -0.34
H -4.46 -0.58 -0.66
H -2.48 -2.59 -1.00
H -2.72 -1.36 0.27
H -0.37 -3.24 -0.03
H -1.55 -3.20 1.27
H 2.34 -4.03 2.50
H 1.22 -3.74 1.17
H 0.79 -4.89 2.45
H 1.98 -3.00 4.64
H 0.33 -3.53 4.96
H 1.42 -0.73 4.99
H -0.15 -1.28 5.61
H -0.06 1.20 3.49
H -1.42 0.47 4.37
H -1.38 0.43 2.60
S 0.45 1.42 0.55
C 1.85 2.34 0.06
N 2.68 2.14 -0.94
C 3.84 3.05 -0.87
C 3.40 4.05 0.21
N 2.22 3.39 0.78
H 2.62 1.35 -1.56
H 4.00 3.53 -1.84
H 4.73 2.49 -0.59
H 3.12 5.02 -0.20
H 4.16 4.20 0.98
H 1.72 3.70 1.60
F 2.89 -0.79 2.74
Te 3.41 -0.73 0.87
F 1.55 -2.22 -0.45
F 4.53 0.66 1.40
F 4.40 -0.67 -0.76
F 4.43 -2.19 1.30
O 1.37 -0.12 -1.66
*
```

Results of the natural (NBO) charge analysis, in e, for atoms 1 through 2: atom 1 (V): 1.155, atom 2 (C): -0.416